(1)
Below is the ion C7H15N2 with charge +1 at a distorted geometry, with properties calculated with the ωB97M-V functional and the def2-TZVPD basis.

Kohn-Sham gap = 0.3133 Eh
highest occupied orbital energy = -0.4549 hartree
maximum force = 4.089 eV/A
DFT total energy = -384.90443 hartree
SMILES = CN/C=C\C[NH+]=C(C)C
relative energy (zero: lowest compared OMol25 entry of this formula, charge and spin) = 2.5128 eV
net charge = +1

Bonds (Å) are listed after each position.
Cartesian coordinates (Å):
1 C 1.93 0.85 -0.18  C2 1.390, C3 1.522, H10 1.053
2 C 1.31 0.51 1.02  C1 1.390, N9 1.422, H11 1.120
3 C 1.20 1.00 -1.51  C1 1.522, N8 1.451, H12 1.049, H13 1.106
4 C -0.72 -0.45 -1.00  C5 1.465, C6 1.513, N8 1.302
5 C -2.18 -0.61 -1.03  C4 1.465, H14 1.045, H15 1.054, H16 1.089
6 C 0.24 -1.61 -0.87  C4 1.513, H17 1.175, H18 1.095, H19 1.187
7 C -0.31 0.30 2.82  N9 1.532, H20 1.152, H21 1.183, H22 1.082
8 N -0.20 0.71 -1.28  C3 1.451, C4 1.302, H23 1.111
9 N -0.07 0.33 1.31  C2 1.422, C7 1.532, H24 1.043
10 H 2.97 0.76 -0.04  C1 1.053
11 H 1.94 0.22 1.89  C2 1.120
12 H 1.27 1.99 -1.85  C3 1.049
13 H 1.69 0.29 -2.20  C3 1.106
14 H -2.49 -0.71 -2.02  C5 1.045
15 H -2.71 0.21 -0.65  C5 1.054
16 H -2.64 -1.46 -0.52  C5 1.089
17 H -0.22 -2.63 -1.24  C6 1.175
18 H 0.72 -1.62 0.12  C6 1.095
19 H 1.01 -1.36 -1.74  C6 1.187
20 H -1.36 0.61 3.18  C7 1.152
21 H -0.26 -0.84 3.15  C7 1.183
22 H 0.50 0.91 3.20  C7 1.082
23 H -0.91 1.54 -1.51  N8 1.111
24 H -0.69 1.09 0.95  N9 1.043



(2)
Below is the ion C7H15N2 with charge +1 at a distorted geometry, with properties calculated with the ωB97M-V functional and the def2-TZVPD basis.

expectation value of S² = 2.007
Kohn-Sham gap (alpha / beta) = 0.2356 / 0.3013 Eh
highest occupied orbital energy (alpha / beta) = -0.3421 / -0.5326 hartree
maximum force = 6.655 eV/A
DFT total energy = -384.81515 hartree
spin multiplicity = 3
relative energy (zero: lowest compared OMol25 entry of this formula, charge and spin) = 0.5020 eV
net charge = +1

Bonds (Å) are listed after each position.
Cartesian coordinates (Å):
1 C 0.74 -1.77 1.08  C2 1.516, N8 1.247, H10 1.083
2 C -0.73 -1.43 0.94  C1 1.516, N9 1.487, H11 1.093, H12 1.093
3 C 1.49 -0.38 -0.65  C4 1.693, C5 1.519, N8 1.416, H13 1.096
4 C 0.01 0.43 -0.49  C3 1.693, C6 1.512, N9 1.496, H14 1.091
5 C 2.66 0.59 -0.69  C3 1.519, H15 1.085, H16 1.085, H17 1.086
6 C 0.03 1.42 0.65  C4 1.512, H18 1.088, H19 1.087, H20 1.087
7 C -2.39 -0.21 -0.38  N9 1.476, H21 1.088, H22 1.088, H23 1.089
8 N 1.67 -1.32 0.39  C1 1.247, C3 1.416
9 N -0.99 -0.67 -0.30  C2 1.487, C4 1.496, C7 1.476, H24 1.026
10 H 0.99 -2.48 1.87  C1 1.083
11 H -1.32 -2.35 0.93  C2 1.093
12 H -1.06 -0.84 1.81  C2 1.093
13 H 1.44 -0.92 -1.60  C3 1.096
14 H -0.20 0.93 -1.43  C4 1.091
15 H 2.76 1.13 0.24  C5 1.085
16 H 2.54 1.30 -1.51  C5 1.085
17 H 3.57 0.02 -0.85  C5 1.086
18 H -0.95 1.87 0.82  C6 1.088
19 H 0.71 2.23 0.40  C6 1.087
20 H 0.38 0.97 1.58  C6 1.087
21 H -3.07 -1.06 -0.40  C7 1.088
22 H -2.63 0.40 0.48  C7 1.088
23 H -2.55 0.38 -1.29  C7 1.089
24 H -0.83 -1.31 -1.09  N9 1.026